The following is a quantum chemistry calculation of one molecule with the formula C20H23ClN2O5S, from the Open Molecules 2025 dataset.

XYZ file:
```
52
Properties=species:S:1:pos:R:3:mulliken_charge:R:1
C 1.840 3.983 0.510 -0.5795
H 2.034 4.498 1.448 0.2609
O 2.797 2.957 0.411 -0.4214
C 2.714 2.222 -0.791 0.5872
C 3.883 1.234 -0.836 -1.1884
N 3.963 0.372 0.313 -0.3079
S 3.155 -1.070 0.342 1.3890
O 3.134 -1.566 -1.003 -0.6247
O 3.759 -1.865 1.367 -0.7290
C 1.449 -0.788 0.847 0.4777
C 0.990 0.390 1.395 -0.2644
C -0.351 0.523 1.726 -0.8098
C -1.231 -0.538 1.541 0.1515
C -0.719 -1.757 1.067 0.2370
C 0.605 -1.874 0.700 -0.9824
H 0.995 -2.795 0.299 0.4849
Cl -1.775 -3.104 0.951 -0.1886
O -2.564 -0.504 1.777 -0.5153
C -3.189 0.743 2.015 -0.7765
H -4.260 0.524 2.049 0.3954
C -2.906 1.821 0.959 0.8457
O -2.545 2.930 1.317 -0.6783
N -3.096 1.511 -0.335 0.2188
C -3.392 0.214 -0.898 -2.2338
C -2.174 -0.357 -1.590 1.6091
C -2.118 -1.715 -1.875 -0.7008
C -0.986 -2.270 -2.440 -0.7002
C 0.103 -1.465 -2.734 -0.7919
C 0.030 -0.106 -2.500 -0.3778
C -1.104 0.465 -1.935 0.7921
C -1.151 1.951 -1.686 0.0122
C -2.565 2.414 -1.339 -1.4870
H -3.215 2.379 -2.217 0.3798
H -2.558 3.425 -0.930 0.5227
H -0.494 2.188 -0.843 -0.5174
H -0.778 2.489 -2.560 0.7317
H 0.867 0.527 -2.761 0.3793
H 1.005 -1.891 -3.143 0.3654
H -0.949 -3.330 -2.639 0.4127
H -2.967 -2.338 -1.637 0.4664
H -4.205 0.342 -1.628 0.4166
H -3.740 -0.479 -0.133 0.5074
H -2.887 1.157 2.984 0.3927
H -0.702 1.459 2.131 0.4792
H 1.663 1.216 1.565 0.6810
H 4.026 0.843 1.200 0.3287
H 3.779 0.575 -1.699 0.4343
H 4.822 1.790 -0.910 0.3181
H 1.759 1.678 -0.837 -0.4949
H 2.773 2.899 -1.656 0.6289
H 0.818 3.584 0.521 0.1136
H 1.933 4.692 -0.321 0.3502
```

Calculated values
E_tot, a.u.: -2120.01087
Gap between HOMO and LUMO, eV: 9.55
SMILES: COCCNS(=O)(=O)c1ccc(OCC(=O)N2CCc3ccccc3C2)c(Cl)c1
Energy relative to the best compared isomer or geometry (same formula, charge and spin), kcal per mole: 63.47